This record from OMol25 describes 2 unconnected molecules or ions with the total composition C3H9NO2 at a distorted geometry. The level of theory is ωB97M-V/def2-TZVPD.

Geometry as XYZ:
```
15
Properties=species:S:1:pos:R:3:forces:R:3
C -1.532 1.544 0.589 3.7688 -1.0596 -1.0857
N -0.681 0.416 0.851 1.6078 1.1608 -1.1221
C 0.593 0.071 0.057 -0.2175 -2.4483 1.4149
C 1.716 1.058 0.045 -1.8388 2.3303 1.2472
O -2.685 1.363 0.610 -4.0971 0.0286 0.5113
H -1.162 2.576 0.265 0.5986 -1.3196 0.6737
H -1.234 -0.437 0.926 -0.1022 0.6100 0.0121
H 0.334 -0.237 -0.944 -0.3350 0.1407 -0.4399
H 0.982 -0.917 0.497 -0.7897 1.4365 -0.2667
H 2.731 0.772 0.115 0.8343 -0.9383 -0.2023
H 1.544 1.744 0.885 0.2738 -0.2712 0.3680
H 1.560 1.757 -0.745 0.3245 0.3351 -1.1227
H -1.283 -3.318 -0.468 2.8804 1.2104 -1.3285
H -0.477 -3.413 -1.742 0.0156 -1.3880 -2.8920
O -0.406 -2.980 -0.942 -2.9236 0.1728 4.2328
```
Forces are in eV/Å.

- Kohn-Sham gap: 9.89 eV
- Highest occupied orbital energy: -9.3284 eV

natural (NBO) atomic charge list, values in e, 2 entries: atom 1 (C): 0.534, atom 2 (N): -0.657